Record 1
{
  "formula": "C36H51AuN5O3PS2",
  "method": "ωB97M-V/def2-TZVPD",
  "symbols": ["Au", "C", "N", "C", "P", "O", "N", "C", "C", "N", "C", "C", "H", "H", "H", "H", "H", "H", "H", "H", "H", "H", "H", "H", "H", "H", "H", "H", "H", "H", "C", "N", "C", "C", "N", "C", "H", "H", "H", "H", "H", "H", "O", "S", "C", "C", "C", "C", "C", "C", "C", "C", "C", "C", "C", "C", "C", "C", "H", "H", "H", "H", "H", "H", "H", "H", "H", "H", "H", "H", "H", "H", "C", "C", "C", "C", "C", "C", "C", "C", "H", "H", "H", "H", "H", "O", "S", "C", "C", "C", "C", "H", "H", "H", "H", "H", "H", "H", "H"],
  "coordinates": [[-0.206401, -0.233132, -0.798946], [3.867699, 3.653268, 0.840454], [2.707399, 4.486868, 1.049454], [2.578599, 5.560768, 0.089554], [1.231499, 3.730668, 1.406754], [0.532299, 3.080868, 0.300654], [1.654099, 2.651368, 2.626754], [2.301599, 3.066568, 3.846154], [0.985799, 1.375968, 2.686954], [0.326699, 4.991968, 2.062654], [0.776699, 5.878168, 3.106954], [-1.013801, 5.236568, 1.597754], [4.765899, 4.267968, 0.924054], [3.859499, 3.182368, -0.148646], [3.896999, 2.866168, 1.590354], [3.411099, 6.255468, 0.208854], [1.644299, 6.092368, 0.260354], [2.582699, 5.185768, -0.938846], [2.947299, 3.918268, 3.651254], [2.909999, 2.241868, 4.225854], [1.580399, 3.337168, 4.624454], [0.556899, 1.159168, 1.709954], [0.200199, 1.361368, 3.451354], [1.709399, 0.591468, 2.929254], [1.855199, 5.811368, 3.221954], [0.289999, 5.643268, 4.059854], [0.514299, 6.907468, 2.846054], [-1.250801, 4.509468, 0.824754], [-1.081701, 6.246468, 1.180554], [-1.734601, 5.157768, 2.415754], [-4.214001, 3.714768, -1.626746], [-3.323601, 2.815668, -0.944046], [-3.340201, 2.534568, 0.388854], [-2.325301, 1.650968, 0.614054], [-1.698301, 1.409868, -0.564446], [-2.315401, 2.119768, -1.482646], [-5.194101, 3.692868, -1.153046], [-4.307501, 3.412268, -2.667446], [-3.833701, 4.736968, -1.587446], [-4.051201, 2.967668, 1.060254], [-2.013901, 1.182368, 1.525054], [-2.052301, 2.142168, -2.519846], [-2.066801, -1.300932, -0.807946], [-3.000201, -1.554032, 0.345054], [-2.260201, -3.034932, 1.193054], [-2.416701, -4.318432, 0.459654], [-1.822901, -4.490932, -0.789046], [-1.969501, -5.685432, -1.469346], [-2.701501, -6.721232, -0.907246], [-3.290301, -6.556632, 0.336354], [-3.151601, -5.361132, 1.016654], [-4.488601, -2.235532, -0.540446], [-4.514501, -1.577132, -1.878746], [-5.106701, -0.330832, -2.060246], [-5.071701, 0.280168, -3.302346], [-4.416601, -0.327632, -4.362246], [-3.804801, -1.558032, -4.178546], [-3.860401, -2.182132, -2.946746], [-2.716901, -3.068332, 2.180854], [-1.207601, -2.750832, 1.270654], [-1.263901, -3.668632, -1.213146], [-1.519501, -5.812932, -2.442046], [-2.816901, -7.651032, -1.441746], [-3.858901, -7.359832, 0.776154], [-3.598501, -5.234132, 1.991054], [-5.349301, -1.980732, 0.073854], [-4.379401, -3.314532, -0.623546], [-5.614901, 0.152168, -1.237646], [-5.571901, 1.225968, -3.450246], [-4.389601, 0.151268, -5.328246], [-3.296201, -2.035832, -5.001946], [-3.402601, -3.150232, -2.810946], [1.625299, 0.342868, -0.997646], [2.838399, 0.337868, -0.940246], [4.240899, 0.269868, -0.832946], [5.062299, 0.142268, -1.962446], [6.426499, -0.001632, -1.805146], [6.986599, -0.017832, -0.530546], [6.178999, 0.127268, 0.592454], [4.816099, 0.264268, 0.449354], [4.617399, 0.151068, -2.946246], [7.062399, -0.104532, -2.669846], [8.050199, -0.148332, -0.411946], [6.623999, 0.126868, 1.577354], [4.169799, 0.356868, 1.309954], [0.698999, -2.167132, 0.210154], [2.122999, -2.646932, 0.044654], [2.035699, -3.843332, -1.353446], [2.396699, -5.212332, -0.802146], [1.834799, -5.274232, 0.613154], [2.274599, -3.992532, 1.293554], [2.712399, -3.504532, -2.133546], [1.009999, -3.796432, -1.712546], [3.480299, -5.327332, -0.777846], [1.985099, -6.006532, -1.423846], [2.202499, -6.148932, 1.150354], [0.744999, -5.318132, 0.583754], [3.326399, -4.024432, 1.570054], [1.674999, -3.726632, 2.159854]],
  "forces_ev_per_a": [[-1.3, 0.0, 0.4], [0.1, 0.0, 0.0], [-1.1, -0.7, 0.7], [0.2, 0.3, -0.2], [1.0, 1.6, 1.9], [-0.6, -0.8, -0.8], [0.0, 0.2, -1.1], [0.0, 0.0, 0.2], [0.0, -0.1, 0.0], [0.6, -1.0, -0.8], [0.0, 0.1, 0.2], [-0.1, 0.0, -0.2], [0.1, -0.1, 0.0], [0.1, 0.0, -0.1], [0.1, 0.0, 0.1], [0.0, 0.1, 0.0], [0.1, 0.1, 0.0], [0.0, 0.0, -0.1], [0.1, 0.0, 0.1], [0.1, 0.0, 0.0], [0.0, 0.0, 0.0], [-0.1, -0.1, 0.1], [-0.1, -0.1, 0.0], [0.0, -0.1, 0.1], [0.0, 0.1, 0.1], [0.1, 0.1, 0.0], [0.1, 0.0, 0.0], [-0.1, 0.1, 0.0], [-0.1, 0.0, 0.0], [-0.1, 0.0, 0.0], [-0.3, 0.6, -0.3], [0.3, -0.3, 0.1], [0.2, -0.3, 0.5], [-0.3, 0.3, 0.3], [0.4, -0.2, -0.5], [0.2, -0.1, -0.3], [0.0, -0.1, -0.1], [0.0, 0.0, 0.0], [0.0, -0.1, 0.0], [-0.2, 0.1, 0.1], [0.0, 0.0, 0.2], [0.0, 0.0, -0.3], [1.4, 0.1, -1.0], [-0.8, -0.8, 1.1], [-0.4, 0.4, -0.2], [0.0, -0.3, 0.0], [0.0, 0.1, 0.1], [0.0, -0.1, 0.0], [0.0, 0.0, 0.0], [0.0, -0.1, -0.1], [0.1, 0.2, -0.1], [0.3, 0.1, 0.2], [-0.1, 0.1, -0.2], [0.0, -0.2, 0.0], [0.0, 0.1, 0.0], [0.0, 0.0, 0.1], [0.0, 0.0, -0.1], [-0.1, 0.0, 0.1], [0.0, 0.0, 0.1], [-0.1, 0.2, 0.1], [0.1, 0.0, -0.1], [0.1, 0.0, -0.1], [0.0, -0.1, 0.0], [-0.1, -0.1, 0.0], [-0.1, 0.0, 0.1], [0.0, 0.0, 0.1], [0.0, 0.0, 0.1], [-0.1, 0.0, 0.1], [-0.1, 0.1, 0.0], [0.0, 0.0, -0.1], [0.0, -0.1, -0.1], [0.1, -0.1, 0.0], [-1.8, 0.2, -0.1], [3.4, 0.2, 0.0], [-1.6, 0.1, 0.0], [0.8, -0.1, -0.6], [-0.4, 0.0, -0.4], [-0.1, 0.0, -0.1], [-0.4, 0.1, 0.4], [0.6, 0.0, 0.7], [0.0, 0.0, -0.1], [0.0, 0.0, -0.1], [0.1, 0.0, 0.0], [0.0, 0.0, 0.0], [0.0, 0.0, 0.1], [-1.0, 0.5, 0.0], [0.5, -1.2, 0.0], [0.4, 0.2, 0.1], [-0.1, -0.2, 0.1], [0.0, -0.1, -0.1], [0.1, 0.2, -0.3], [0.0, 0.1, -0.1], [-0.1, 0.1, 0.1], [0.1, -0.1, 0.0], [0.1, 0.0, -0.1], [-0.1, 0.0, 0.0], [-0.1, -0.1, 0.0], [0.1, 0.0, 0.1], [0.0, 0.3, 0.0]],
  "s2": 2.0336,
  "fmax_ev_per_a": 3.5,
  "charge": 2,
  "relative_energy_kj_mol": 103.86,
  "spin_multiplicity": 3,
  "molar_mass_g_mol": 893.91,
  "lumo_energy_ev": [-5.06, -8.69]
}

***

Record 2
{
  "formula": "C36H51N5O3SW",
  "method": "ωB97M-V/def2-TZVPD",
  "symbols": ["W", "C", "C", "N", "H", "N", "H", "C", "C", "C", "C", "C", "C", "H", "H", "H", "H", "C", "H", "H", "H", "C", "C", "C", "H", "H", "H", "H", "H", "H", "C", "H", "H", "H", "C", "C", "H", "H", "C", "H", "C", "H", "H", "H", "H", "H", "C", "H", "C", "N", "H", "N", "H", "C", "C", "C", "H", "H", "H", "H", "H", "H", "C", "H", "H", "H", "C", "C", "H", "H", "C", "H", "C", "H", "H", "H", "H", "H", "C", "H", "C", "O", "C", "N", "S", "O", "O", "C", "C", "C", "C", "C", "C", "H", "H", "H", "H"],
  "coordinates": [[-0.651790, -1.046644, -0.280041], [-2.675516, -4.756332, -0.266481], [-1.869241, -2.678241, -0.219982], [-1.562635, -3.993474, -0.056391], [-4.752501, -4.108443, -0.715993], [-3.197391, -2.645114, -0.505216], [-2.674834, -5.828699, -0.204821], [0.008619, -0.742990, -2.237857], [0.503419, 0.494640, -2.737767], [0.617571, 0.721311, -4.108466], [0.172162, -0.229845, -5.027792], [-0.338189, -1.444692, -4.569400], [-0.421863, -1.712573, -3.199911], [0.821675, 1.307454, -2.075260], [1.043067, 1.661960, -4.471718], [-0.691772, -2.184352, -5.298268], [-0.847377, -2.674824, -2.886506], [0.240759, 0.117574, -6.478818], [-0.093405, -0.710183, -7.101645], [1.266205, 0.373269, -6.756033], [-0.368537, 0.995564, -6.703728], [-0.171284, -4.395794, 0.212877], [-0.151268, -5.827129, 0.732217], [0.647977, -4.302784, -1.066287], [-0.480414, -6.541978, -0.031059], [0.880010, -6.080326, 0.997797], [-0.764410, -5.928180, 1.633972], [1.267285, -3.831126, 1.659678], [-0.339645, -3.259304, 2.057442], [0.821821, -3.271139, -1.405599], [0.358911, -3.394938, 1.226766], [0.164479, -4.839933, -1.891821], [1.632988, -4.753738, -0.889861], [0.653858, -2.388938, 0.799467], [-3.704990, -3.912517, -0.526823], [-4.401037, -1.462711, -2.262605], [-5.160259, -2.242750, -2.381059], [-4.871779, -0.500730, -2.503290], [-3.874571, -1.415712, -0.829364], [-3.128360, 0.609491, -0.944356], [-5.044061, -1.210264, 0.122232], [-4.702076, -1.136825, 1.157540], [-3.607291, -1.642314, -2.994910], [-2.041671, -0.606177, -1.536196], [-5.770299, -2.025945, 0.048251], [-5.562046, -0.280290, -0.140218], [-2.772923, -0.377017, -0.674178], [-2.384120, -0.245078, 0.391030], [3.224579, 3.752916, 1.152690], [3.052272, 2.746562, 0.213596], [1.943567, 5.526572, 1.498922], [1.498394, 4.186475, -0.149497], [3.930838, 3.695041, 1.960162], [3.595651, 1.352720, 0.290886], [5.014632, 1.210579, -0.239678], [3.542396, 0.890080, 1.740546], [5.721558, 1.780648, 0.363128], [5.290433, 0.145118, -0.188901], [5.069821, 1.521150, -1.288054], [2.890774, -0.561218, -0.513511], [2.836572, 0.816371, -1.647657], [2.517349, 0.913083, 2.134504], [2.695082, 0.521281, -0.599569], [4.181483, 1.512049, 2.380481], [3.891382, -0.147821, 1.801915], [1.646312, 0.685819, -0.309067], [2.238438, 4.652140, 0.946447], [-0.710480, 3.901400, 0.808677], [-0.390818, 4.349976, 1.761462], [-1.787832, 4.073793, 0.686358], [0.071178, 4.505714, -0.355954], [-1.295945, 4.256737, -2.006763], [-0.125256, 6.007482, -0.289890], [0.506331, 6.528917, -1.011424], [-0.558562, 2.818277, 0.901886], [-0.308534, 2.824037, -1.671768], [0.061690, 6.391546, 0.720351], [-1.173158, 6.233077, -0.538404], [-0.298609, 3.918766, -1.701796], [0.414889, 4.249537, -2.460678], [2.102732, 3.110961, -0.666094], [-1.569251, 1.319203, 2.397161], [-0.643158, 0.494171, 2.407620], [-0.226036, -0.159831, 1.264383], [0.975133, 2.726650, 3.757820], [2.388458, 2.937546, 4.108128], [-0.019164, 3.631319, 4.342207], [0.694760, 1.021498, 4.438965], [1.307458, 0.718465, 5.639824], [1.093834, -0.536468, 6.207784], [0.309992, -1.475908, 5.538642], [-0.283057, -1.168881, 4.316475], [-0.031628, 0.073651, 3.714280], [1.925810, 1.470503, 6.122697], [1.555876, -0.754600, 7.164614], [0.160489, -2.454071, 5.981113], [-0.951908, -1.864209, 3.815443]],
  "forces_ev_per_a": [[0.4, -0.1, -0.2], [-0.6, -0.6, -0.1], [2.0, 1.3, -0.2], [0.3, -1.0, 0.3], [0.2, -0.1, 0.0], [-1.3, -0.6, 0.1], [-0.1, -0.1, 0.0], [-0.4, -0.2, -0.5], [0.2, 0.0, -0.9], [-0.1, -0.2, 0.8], [0.0, -0.2, -0.1], [0.0, 0.2, 0.0], [0.4, 0.5, -0.4], [-0.1, -0.5, -0.2], [-0.2, -0.1, 0.1], [0.1, 0.2, 0.2], [0.2, 0.4, 0.0], [0.1, 0.0, -0.2], [0.0, -0.1, -0.1], [0.1, 0.0, -0.2], [-0.1, 0.0, -0.1], [-0.7, 0.5, -0.4], [0.2, 0.0, 0.3], [0.5, -0.2, -0.6], [0.0, 0.1, 0.1], [-0.1, 0.0, 0.0], [0.0, 0.0, -0.1], [0.2, 0.0, 0.0], [0.1, 0.2, -0.2], [-0.2, -0.2, 0.3], [1.2, -0.3, 0.7], [0.0, -0.1, 0.2], [-0.1, 0.0, 0.0], [0.0, -1.4, 0.6], [-0.5, -0.7, -0.2], [-0.1, 0.3, -0.4], [0.1, 0.0, 0.1], [0.1, -0.1, 0.0], [-0.1, -0.3, 0.3], [-0.3, 0.3, -0.3], [-0.2, 0.4, 0.2], [0.0, 0.0, -0.1], [0.0, 0.0, 0.2], [0.0, 0.6, 0.6], [0.1, 0.0, 0.0], [0.0, -0.1, 0.1], [-1.0, 1.2, -0.2], [-0.8, 0.1, -0.9], [-0.3, 0.1, 0.6], [0.9, 0.7, -0.1], [0.2, -0.1, 0.2], [1.2, 0.9, 0.8], [0.0, 0.0, 0.1], [-0.2, 0.1, -0.3], [0.2, 0.0, -0.1], [-0.2, -0.1, 0.2], [0.1, 0.1, 0.0], [0.0, 0.3, 0.0], [0.0, 0.1, 0.1], [0.2, 0.3, 0.1], [-0.2, -0.1, 0.4], [0.3, 0.1, -0.1], [-0.3, -0.5, -0.1], [-0.2, -0.2, 0.0], [0.0, 0.1, -0.1], [0.5, -0.1, -0.2], [-0.2, -0.2, 0.1], [-0.1, -0.4, 0.1], [-0.2, -0.2, -0.2], [0.1, 0.0, 0.0], [0.4, -0.1, 0.2], [0.0, 0.0, 0.1], [-0.3, 0.5, -0.3], [0.1, 0.1, 0.0], [0.0, 0.3, -0.1], [0.0, 0.4, 0.0], [0.0, -0.1, -0.3], [0.2, 0.0, 0.1], [-0.6, 0.0, -0.3], [0.0, -0.1, 0.0], [-1.5, -1.9, -0.8], [0.5, -0.6, 0.3], [-0.9, -0.5, -1.8], [0.1, 1.1, 2.5], [-0.5, -1.2, -3.9], [1.3, 0.5, 1.5], [-0.4, 0.6, 1.6], [0.2, 0.5, 0.4], [-0.4, -0.7, 0.3], [0.3, 0.3, -0.2], [-0.1, 0.1, 0.1], [0.4, 0.4, -0.4], [0.0, 0.5, 0.9], [-0.1, 0.0, -0.1], [0.0, -0.2, 0.0], [-0.1, 0.0, 0.0], [0.2, -0.1, 0.0]],
  "s2": 2.0152,
  "fmax_ev_per_a": 4.1,
  "charge": -2,
  "relative_energy_kj_mol": 127.76,
  "spin_multiplicity": 3,
  "molar_mass_g_mol": 817.74,
  "lumo_energy_ev": [4.15, 4.11]
}